Below is a 14-piece molecular cluster, C46H120O14 overall at a distorted geometry, with properties calculated with the ωB97M-V functional and the def2-TZVPD basis.

Each atom is followed by the atoms it is bonded to, with distances in Å.
Cartesian coordinates (Å):
1 O 4.6470 -1.5609 -1.5317  C21 1.417, H85 0.960
2 O 2.6235 -2.1221 -3.7044  C22 1.364, H139 0.960
3 O -4.2127 -4.8306 0.0697  C29 1.437, C36 1.408
4 O 0.1726 -6.5493 -0.0809  C42 1.397, C59 1.476
5 O 4.4393 2.9808 -0.4326  C46 1.401, C56 1.440
6 O 4.7956 -0.1568 3.3583  C23 1.426, C54 1.398
7 O -1.8236 -4.2692 5.2361  C38 1.388, H91 0.960
8 O -5.2386 -0.9062 4.9203  C43 1.369, H176 0.960
9 O -0.3060 3.6745 4.9158  C34 1.401, C35 1.450
10 O -2.6743 2.3434 -0.7879  C41 1.398, H120 0.960
11 O -1.1006 0.2590 -1.5978  C44 1.381, H92 0.960
12 O -4.2583 1.1993 -5.0660  C52 1.405, C60 1.418
13 O -2.1279 5.3106 -0.2263  C39 1.384, C40 1.396
14 O 1.9848 3.6632 -3.9198  C20 1.417, C25 1.400
15 C -1.2656 -0.7178 0.7261  C44 1.573, H73 1.090, H108 1.090, H122 1.090
16 C 5.5184 -2.1406 0.6102  C21 1.552, H100 1.090, H106 1.090, H149 1.090
17 C 6.9525 0.8917 3.2100  C54 1.544, H104 1.090, H152 1.090, H175 1.090
18 C -4.6813 1.0870 -0.5875  C41 1.518, H77 1.090, H96 1.090, H137 1.090
19 C -0.0336 2.3314 -4.1082  C25 1.540, H68 1.090, H146 1.090, H151 1.090
20 C 2.8997 4.5086 -3.2452  O14 1.417, C32 1.486, H124 1.090, H138 1.090
21 C 4.4490 -2.4716 -0.4649  O1 1.417, C16 1.552, C27 1.504, H76 1.090
22 C 2.4331 -1.1267 -4.6171  O2 1.364, C51 1.519, H87 1.090, H166 1.090
23 C 3.8263 -1.0351 3.9262  O6 1.426, C37 1.530, H101 1.090, H105 1.090
24 C 0.4934 5.9290 5.1812  C35 1.550, H102 1.090, H115 1.090, H155 1.090
25 C 0.8103 3.2940 -3.2523  O14 1.400, C19 1.540, H103 1.090, H157 1.090
26 C -0.4083 4.5240 1.2757  C39 1.545, H80 1.090, H84 1.090, H127 1.090
27 C 4.5769 -3.8817 -0.9711  C21 1.504, H98 1.090, H128 1.090, H178 1.090
28 C -3.9743 5.6627 -1.5458  C40 1.480, H109 1.090, H118 1.090, H170 1.090
29 C -2.9238 -4.7232 -0.5554  O3 1.437, C57 1.494, H99 1.090, H159 1.090
30 C -0.7117 -3.1404 3.5036  C38 1.552, H82 1.090, H110 1.090, H134 1.090
31 C -4.2578 -1.6764 2.9649  C43 1.579, H69 1.090, H90 1.090, H160 1.090
32 C 4.0764 4.5286 -4.1520  C20 1.486, H125 1.090, H140 1.090, H163 1.090
33 C -0.8117 1.7743 3.8338  C34 1.521, H130 1.090, H174 1.090, H179 1.090
34 C -1.3557 2.7482 4.8678  O9 1.401, C33 1.521, H70 1.090, H75 1.090
35 C -0.7178 4.9833 5.3849  O9 1.450, C24 1.550, H150 1.090, H154 1.090
36 C -4.2874 -5.7258 1.1537  O3 1.408, C50 1.526, H83 1.090, H111 1.090
37 C 2.6256 -0.9276 2.9835  C23 1.530, H131 1.090, H162 1.090, H168 1.090
38 C -1.7556 -4.2347 3.8505  O7 1.388, C30 1.552, H144 1.090, H145 1.090
39 C -0.8357 5.5542 0.2062  O13 1.384, C26 1.545, H62 1.090, H93 1.090
40 C -2.6711 6.2259 -1.1290  O13 1.396, C28 1.480, H66 1.090, H107 1.090
41 C -3.8769 2.2688 -0.0780  O10 1.398, C18 1.518, H148 1.090, H177 1.090
42 C 0.7256 -6.1691 -1.3060  O4 1.397, C45 1.521, H74 1.090, H113 1.090
43 C -5.2210 -0.5916 3.5877  O8 1.369, C31 1.579, H117 1.090, H180 1.090
44 C -0.4387 -0.0260 -0.4195  O11 1.381, C15 1.573, C49 1.546, H156 1.090
45 C 1.1753 -4.7296 -1.1051  C42 1.521, H116 1.090, H126 1.090, H133 1.090
46 C 5.5838 2.5392 -1.1093  O5 1.401, C58 1.562, H123 1.090, H164 1.090
47 C 2.4874 2.1937 0.9409  C56 1.576, H72 1.090, H94 1.090, H135 1.090
48 C -4.0255 -1.0827 -4.8030  C52 1.533, H64 1.090, H169 1.090, H171 1.090
49 C 0.7812 -0.9198 -0.7379  C44 1.546, H81 1.090, H88 1.090, H119 1.090
50 C -5.7020 -6.0044 1.6549  C36 1.526, H67 1.090, H79 1.090, H141 1.090
51 C 3.3074 0.0541 -4.2327  C22 1.519, H61 1.090, H78 1.090, H165 1.090
52 C -3.3117 0.2616 -4.6195  O12 1.405, C48 1.533, H143 1.090, H161 1.090
53 C -5.0344 3.4324 -5.2850  C60 1.541, H95 1.090, H129 1.090, H158 1.090
54 C 6.1053 -0.2358 3.8396  O6 1.398, C17 1.544, H112 1.090, H136 1.090
55 C -0.9856 -8.0936 1.2687  C59 1.474, H71 1.090, H89 1.090, H114 1.090
56 C 3.6773 1.8293 -0.0256  O5 1.440, C47 1.576, H63 1.090, H167 1.090
57 C -3.0241 -3.5891 -1.5226  C29 1.494, H142 1.090, H147 1.090, H172 1.090
58 C 6.5410 3.7222 -1.4630  C46 1.562, H121 1.090, H153 1.090, H173 1.090
59 C -0.2015 -7.9729 0.0265  O4 1.476, C55 1.474, H65 1.090, H86 1.090
60 C -3.9557 2.5243 -4.6633  O12 1.418, C53 1.541, H97 1.090, H132 1.090
61 H 3.1007 0.8848 -4.9073  C51 1.090
62 H -0.8337 6.5995 0.5150  C39 1.090
63 H 3.2826 1.4004 -0.9467  C56 1.090
64 H -3.3944 -1.9466 -4.5942  C48 1.090
65 H -0.8747 -8.2212 -0.7940  C59 1.090
66 H -2.0914 6.3819 -2.0388  C40 1.090
67 H -5.5763 -6.6318 2.5373  C50 1.090
68 H 0.3426 1.3111 -4.0345  C19 1.090
69 H -4.1866 -1.4874 1.8938  C31 1.090
70 H -2.2574 3.2513 4.5187  C34 1.090
71 H -1.3314 -9.1114 1.4492  C55 1.090
72 H 2.8386 2.6414 1.8706  C47 1.090
73 H -2.1430 -0.1379 1.0124  C15 1.090
74 H 1.6081 -6.6925 -1.6738  C42 1.090
75 H -1.6033 2.2156 5.7861  C34 1.090
76 H 3.4298 -2.4038 -0.0845  C21 1.090
77 H -4.9857 1.1239 -1.6335  C18 1.090
78 H 4.3770 -0.1286 -4.3366  C51 1.090
79 H -6.3562 -6.4555 0.9088  C50 1.090
80 H -1.0087 4.6165 2.1808  C26 1.090
81 H 1.3282 -1.1845 0.1670  C49 1.090
82 H -0.9682 -2.1029 3.7177  C30 1.090
83 H -3.7805 -6.6204 0.7918  C36 1.090
84 H -0.5122 3.5273 0.8468  C26 1.090
85 H 4.0330 -1.7953 -2.2314  O1 0.960
86 H 0.7064 -8.5726 0.0902  C59 1.090
87 H 2.6789 -1.5301 -5.5994  C22 1.090
88 H 0.3922 -1.8865 -1.0578  C49 1.090
89 H -1.8204 -7.3986 1.3592  C55 1.090
90 H -3.2195 -1.6660 3.2964  C31 1.090
91 H -2.1976 -3.4578 5.5874  O7 0.960
92 H -1.8237 0.8258 -1.3194  O11 0.960
93 H -0.1669 5.4233 -0.6444  C39 1.090
94 H 1.9229 1.2714 1.0781  C47 1.090
95 H -4.7556 4.4762 -5.1410  C53 1.090
96 H -4.1453 0.1473 -0.4540  C18 1.090
97 H -3.0149 2.8792 -5.0841  C60 1.090
98 H 4.0232 -4.0216 -1.8996  C27 1.090
99 H -2.6360 -5.6510 -1.0498  C29 1.090
100 H 6.5503 -2.2330 0.2714  C16 1.090
101 H 3.5246 -0.6838 4.9130  C23 1.090
102 H 0.3408 6.9503 5.5299  C24 1.090
103 H 0.2531 4.2021 -3.0220  C25 1.090
104 H 6.6857 1.8680 3.6145  C17 1.090
105 H 4.2209 -2.0455 4.0334  C23 1.090
106 H 5.3898 -2.7473 1.5066  C16 1.090
107 H -2.7797 7.2125 -0.6786  C40 1.090
108 H -1.6563 -1.7107 0.5032  C15 1.090
109 H -3.8094 4.6909 -2.0110  C28 1.090
110 H 0.2172 -3.2621 4.0608  C30 1.090
111 H -3.6771 -5.4169 2.0023  C36 1.090
112 H 6.1886 -0.1938 4.9256  C54 1.090
113 H 0.0046 -6.2322 -2.1211  C42 1.090
114 H -0.3411 -7.8390 2.1101  C55 1.090
115 H 1.4238 5.6374 5.6686  C24 1.090
116 H 1.9012 -4.6740 -0.2939  C45 1.090
117 H -6.1680 -0.6442 3.0506  C43 1.090
118 H -4.5359 6.3613 -2.1660  C28 1.090
119 H 1.4362 -0.4923 -1.4971  C49 1.090
120 H -2.3766 3.2468 -0.6580  O10 0.960
121 H 6.0440 4.5365 -1.9902  C58 1.090
122 H -0.6445 -0.9302 1.5963  C15 1.090
123 H 6.1891 1.8508 -0.5195  C46 1.090
124 H 3.1040 4.1979 -2.2206  C20 1.090
125 H 3.7142 4.8816 -5.1175  C32 1.090
126 H 1.7736 -4.4365 -1.9678  C45 1.090
127 H 0.6376 4.7325 1.5008  C26 1.090
128 H 5.6134 -4.0538 -1.2609  C27 1.090
129 H -6.0377 3.3160 -4.8750  C53 1.090
130 H 0.1781 1.3917 4.0830  C33 1.090
131 H 2.2414 0.0914 3.0285  C37 1.090
132 H -3.9160 2.6075 -3.5772  C60 1.090
133 H 0.3927 -4.0324 -0.8059  C45 1.090
134 H -0.4834 -3.1797 2.4385  C30 1.090
135 H 1.8369 2.9221 0.4569  C47 1.090
136 H 6.4567 -1.2161 3.5179  C54 1.090
137 H -5.6037 1.0594 -0.0075  C18 1.090
138 H 2.4066 5.4803 -3.2195  C20 1.090
139 H 2.0329 -2.8361 -3.9555  O2 0.960
140 H 4.8915 5.1332 -3.7543  C32 1.090
141 H -6.0758 -5.0091 1.8954  C50 1.090
142 H -2.0329 -3.5557 -1.9748  C57 1.090
143 H -2.4192 0.4808 -5.2055  C52 1.090
144 H -1.4544 -5.2147 3.4803  C38 1.090
145 H -2.7177 -4.0634 3.3677  C38 1.090
146 H 0.0582 2.5451 -5.1732  C19 1.090
147 H -3.8600 -3.7042 -2.2126  C57 1.090
148 H -4.4348 3.2050 -0.0971  C41 1.090
149 H 5.4121 -1.1612 1.0766  C16 1.090
150 H -1.6292 5.3539 4.9158  C35 1.090
151 H -1.0849 2.2995 -3.8220  C19 1.090
152 H 6.6979 0.9577 2.1522  C17 1.090
153 H 7.0136 4.1531 -0.5804  C58 1.090
154 H -0.9649 5.0203 6.4459  C35 1.090
155 H 0.8545 5.8957 4.1533  C24 1.090
156 H -0.0826 0.9383 -0.0568  C44 1.090
157 H 0.9512 2.8762 -2.2554  C25 1.090
158 H -4.9754 3.2623 -6.3601  C53 1.090
159 H -2.1838 -4.4938 0.2113  C29 1.090
160 H -4.6933 -2.6674 3.0922  C31 1.090
161 H -3.0592 0.3125 -3.5603  C52 1.090
162 H 2.9094 -1.1912 1.9647  C37 1.090
163 H 4.3989 3.4991 -4.3079  C32 1.090
164 H 5.2540 2.0370 -2.0187  C46 1.090
165 H 3.0269 0.4224 -3.2459  C51 1.090
166 H 1.3798 -0.8585 -4.6984  C22 1.090
167 H 4.2239 1.0394 0.4895  C56 1.090
168 H 1.8383 -1.6362 3.2408  C37 1.090
169 H -4.3633 -1.2515 -5.8255  C48 1.090
170 H -4.5743 5.4389 -0.6637  C28 1.090
171 H -4.8075 -1.1311 -4.0452  C48 1.090
172 H -3.0928 -2.6266 -1.0155  C57 1.090
173 H 7.3333 3.3526 -2.1140  C58 1.090
174 H -0.8153 2.2917 2.8744  C33 1.090
175 H 8.0134 0.6877 3.3543  C17 1.090
176 H -5.8768 -0.3430 5.3642  O8 0.960
177 H -3.6785 2.1264 0.9843  C41 1.090
178 H 4.2757 -4.6693 -0.2804  C27 1.090
179 H -1.5026 0.9359 3.7456  C33 1.090
180 H -4.7615 0.3744 3.3784  C43 1.090

Frontier orbital gap ... 9.8 eV
Highest occupied orbital energy ... -9.30 eV
Molar mass ... 897.45 g mol⁻¹